{"formula": "C40H38Co2N2O6P", "method": "ωB97M-V/def2-TZVPD", "gap_ha": 0.154, "e_above_lowest_kcal_mol": 49.94, "homo_ev": -9.8, "lumo_energy_ha": -0.205, "energy_ev": -141893.4323, "total_charge": 1, "elements": ["O", "C", "Co", "C", "O", "C", "O", "C", "C", "C", "C", "C", "C", "C", "C", "C", "Co", "C", "O", "C", "O", "P", "C", "C", "C", "C", "C", "C", "C", "C", "C", "C", "C", "C", "C", "C", "C", "C", "C", "C", "H", "H", "H", "H", "H", "H", "H", "H", "H", "H", "H", "H", "H", "H", "H", "H", "H", "H", "H", "H", "H", "H", "C", "C", "C", "N", "C", "C", "C", "C", "C", "N", "O", "H", "H", "H", "H", "H", "H", "H", "H", "H", "H", "H", "H", "H", "H", "H", "H"], "coordinates": [[-5.237, -4.149, 2.227], [-5.122, -3.208, 1.555], [-5.232, -1.805, 0.511], [-6.343, -2.614, -0.569], [-7.180, -3.143, -1.175], [-6.373, -0.750, 1.320], [-7.185, -0.087, 1.811], [-3.350, -1.039, -0.033], [-2.277, -1.079, 0.846], [-1.666, -0.355, 1.833], [-1.434, -0.963, 3.130], [-1.584, -0.278, 4.371], [-1.495, -0.967, 5.582], [-1.200, -2.343, 5.609], [-1.041, -3.030, 4.400], [-1.100, -2.337, 3.190], [-2.581, -2.641, -0.114], [-2.493, -4.099, 0.869], [-2.412, -5.150, 1.357], [-3.566, -3.601, -1.261], [-4.106, -4.304, -2.006], [-0.742, -2.826, -1.208], [0.391, -4.166, -0.667], [1.629, -3.931, -0.046], [2.411, -5.007, 0.389], [1.969, -6.320, 0.210], [0.730, -6.560, -0.394], [-0.048, -5.491, -0.846], [-0.951, -3.115, -3.011], [-0.071, -3.925, -3.747], [-0.219, -4.026, -5.136], [-1.243, -3.332, -5.789], [-2.149, -2.565, -5.051], [-2.009, -2.461, -3.666], [0.263, -1.292, -1.123], [0.369, -0.402, -2.208], [0.916, 0.868, -2.000], [1.355, 1.244, -0.727], [1.242, 0.374, 0.353], [0.738, -0.907, 0.139], [-3.441, -0.312, -0.849], [-1.524, 0.719, 1.721], [-1.765, 0.795, 4.354], [-1.602, -0.430, 6.526], [-1.115, -2.881, 6.559], [-0.819, -4.100, 4.398], [-0.851, -2.862, 2.268], [1.996, -2.913, 0.084], [3.371, -4.804, 0.867], [2.590, -7.152, 0.538], [0.367, -7.579, -0.514], [-0.993, -5.687, -1.359], [0.725, -4.472, -3.235], [0.479, -4.647, -5.701], [-1.335, -3.392, -6.873], [-2.968, -2.044, -5.548], [-2.717, -1.858, -3.094], [0.031, -0.713, -3.199], [0.994, 1.568, -2.832], [1.769, 2.234, -0.564], [1.528, 0.690, 1.355], [0.675, -1.598, 0.981], [3.255, 7.901, -3.643], [3.440, 7.413, -2.217], [2.163, 6.821, -1.652], [2.319, 6.359, -0.279], [1.849, 5.147, 0.108], [1.758, 4.962, 1.633], [3.060, 5.481, 2.298], [3.623, 4.313, 3.106], [2.731, 3.088, 2.776], [1.645, 3.595, 2.003], [1.564, 4.259, -0.684], [4.200, 8.243, -4.065], [2.867, 7.108, -4.285], [2.555, 8.738, -3.683], [4.226, 6.653, -2.166], [3.755, 8.247, -1.582], [1.377, 7.588, -1.640], [1.822, 5.971, -2.247], [2.406, 7.082, 0.425], [0.875, 5.563, 1.941], [3.798, 5.752, 1.533], [2.845, 6.352, 2.925], [4.660, 4.122, 2.808], [3.573, 4.524, 4.175], [3.348, 2.377, 2.182], [2.416, 2.533, 3.683], [0.870, 3.030, 1.743]]}

---

{"formula": "C30H18Cl4N7O2ReS2", "method": "ωB97M-V/def2-TZVPD", "spin_multiplicity": 4, "gap_ha": [0.229, 0.211], "e_above_lowest_kcal_mol": 20.93, "homo_ev": [-4.0, -4.1], "lumo_energy_ha": [0.080, 0.062], "energy_ev": -119821.1132, "total_charge": -1, "elements": ["Re", "C", "C", "C", "C", "C", "N", "C", "C", "C", "C", "C", "C", "C", "N", "C", "C", "C", "N", "C", "C", "N", "C", "C", "C", "N", "H", "H", "H", "H", "H", "H", "H", "H", "H", "H", "H", "H", "H", "H", "H", "H", "H", "H", "S", "C", "C", "N", "C", "S", "C", "N", "Cl", "C", "C", "Cl", "C", "Cl", "C", "O", "C", "O", "C", "Cl"], "coordinates": [[0.470, 0.326, -1.126], [-4.740, 3.019, 2.073], [-3.465, 2.247, 1.869], [-3.397, 0.877, 2.114], [-2.261, 0.149, 1.817], [-1.135, 0.759, 1.271], [0.018, 0.034, 0.869], [0.663, -0.750, 1.807], [0.260, -0.759, 3.159], [0.800, -1.608, 4.100], [1.818, -2.497, 3.771], [2.410, -3.449, 4.779], [2.309, -2.420, 2.483], [1.780, -1.562, 1.523], [2.489, -1.482, 0.277], [3.419, -2.330, -0.189], [4.017, -1.758, -1.290], [3.365, -0.542, -1.451], [2.437, -0.378, -0.502], [-1.197, 2.136, 1.065], [-2.343, 2.867, 1.346], [-0.068, 2.833, 0.529], [0.317, 4.095, 0.784], [1.412, 4.375, -0.004], [1.639, 3.203, -0.728], [0.741, 2.284, -0.392], [-5.399, 2.511, 2.777], [-4.539, 4.027, 2.441], [-5.264, 3.107, 1.118], [-4.271, 0.358, 2.489], [-2.242, -0.922, 1.965], [-0.521, -0.080, 3.462], [0.427, -1.571, 5.118], [1.698, -3.662, 5.577], [2.685, -4.396, 4.313], [3.311, -3.035, 5.241], [3.162, -3.037, 2.226], [3.601, -3.284, 0.271], [4.787, -2.181, -1.910], [3.476, 0.203, -2.221], [-2.375, 3.925, 1.112], [-0.196, 4.690, 1.519], [1.965, 5.297, -0.049], [2.381, 2.977, -1.477], [-2.650, -1.913, -1.228], [-3.506, -0.463, -1.094], [-4.847, -0.549, -0.531], [-5.908, -0.634, -0.092], [-3.062, 0.795, -1.423], [-1.519, 1.193, -2.168], [-3.899, 1.936, -1.198], [-4.550, 2.869, -0.994], [2.213, -1.317, -7.547], [1.677, -1.404, -5.904], [1.294, -2.618, -5.350], [1.320, -4.059, -6.307], [0.893, -2.682, -4.011], [0.459, -4.176, -3.264], [0.856, -1.535, -3.234], [0.528, -1.528, -1.950], [1.241, -0.306, -3.797], [1.235, 0.748, -2.969], [1.649, -0.246, -5.116], [2.130, 1.293, -5.749]]}

---

{"formula": "C25H35AuN3S2Si", "method": "ωB97M-V/def2-TZVPD", "gap_ha": 0.261, "homo_ev": -11.0, "lumo_energy_ha": -0.142, "energy_ev": -64199.2997, "total_charge": 1, "elements": ["Au", "C", "C", "C", "C", "C", "C", "C", "C", "S", "C", "N", "C", "C", "C", "C", "C", "C", "C", "C", "H", "H", "H", "H", "H", "H", "H", "H", "H", "H", "H", "H", "H", "H", "H", "H", "C", "N", "C", "C", "N", "C", "S", "H", "H", "H", "H", "H", "H", "H", "H", "C", "Si", "C", "C", "C", "H", "H", "H", "H", "H", "H", "H", "H", "H", "H", "H"], "coordinates": [[-0.962, -0.197, -0.899], [1.985, 2.816, 5.121], [0.705, 3.066, 4.313], [1.086, 3.769, 3.012], [-0.235, 3.985, 5.105], [0.003, 1.731, 4.059], [-0.403, 0.949, 5.165], [-1.042, -0.261, 5.029], [-1.291, -0.722, 3.735], [-2.050, -2.192, 3.209], [-1.798, -1.718, 1.575], [-1.229, -0.559, 1.418], [-0.904, 0.031, 2.632], [-0.258, 1.259, 2.788], [-2.120, -2.529, 0.382], [-2.769, -3.755, 0.459], [-3.098, -4.451, -0.696], [-2.794, -3.914, -1.938], [-2.124, -2.697, -2.034], [-1.781, -2.016, -0.882], [2.496, 3.761, 5.314], [2.670, 2.164, 4.575], [1.775, 2.352, 6.085], [1.586, 4.711, 3.244], [0.209, 4.004, 2.404], [1.775, 3.169, 2.414], [0.256, 4.940, 5.303], [-0.514, 3.551, 6.065], [-1.151, 4.182, 4.545], [-0.203, 1.313, 6.164], [-1.334, -0.832, 5.900], [0.020, 1.819, 1.906], [-3.037, -4.166, 1.426], [-3.600, -5.406, -0.626], [-3.059, -4.451, -2.839], [-1.869, -2.299, -3.007], [-1.853, 0.533, -4.606], [-0.727, 1.388, -4.293], [0.275, 1.725, -5.311], [1.199, 2.724, -4.586], [0.545, 2.843, -3.284], [-0.540, 2.078, -3.173], [-1.526, 2.062, -1.765], [-2.362, 0.904, -5.496], [-2.543, 0.536, -3.767], [-1.505, -0.485, -4.795], [-0.215, 2.158, -6.183], [0.805, 0.826, -5.628], [1.243, 3.687, -5.090], [2.211, 2.339, -4.478], [0.832, 3.445, -2.533], [3.304, -2.180, -2.479], [1.679, -2.320, -1.567], [0.758, -3.790, -2.230], [1.959, -2.494, 0.264], [0.816, -0.670, -1.889], [3.906, -3.077, -2.310], [3.892, -1.323, -2.141], [3.151, -2.086, -3.557], [1.413, -4.665, -2.175], [0.476, -3.657, -3.278], [-0.142, -4.010, -1.658], [2.629, -3.335, 0.461], [1.022, -2.681, 0.797], [2.416, -1.597, 0.691], [0.623, -0.475, -2.944], [1.321, 0.188, -1.423]]}

---

{"formula": "C13H19BrF3N2O4", "method": "ωB97M-V/def2-TZVPD", "gap_ha": 0.295, "e_above_lowest_kcal_mol": 0.00, "homo_ev": -12.5, "lumo_energy_ha": -0.163, "energy_ev": -103147.1843, "total_charge": 1, "elements": ["N", "C", "O", "C", "C", "C", "C", "N", "C", "C", "C", "C", "O", "Br", "H", "H", "H", "H", "H", "H", "H", "H", "H", "H", "H", "H", "H", "H", "C", "C", "O", "C", "O", "C", "F", "F", "F", "H", "H", "H", "H", "H"], "coordinates": [[-3.227, -0.128, -2.892], [-2.294, -0.518, -3.918], [-2.360, -0.021, -4.978], [-1.237, -1.618, -3.677], [-1.500, -2.472, -2.398], [-0.550, -2.215, -1.202], [-1.010, -3.341, -0.177], [-2.083, -2.662, 0.581], [-2.050, -1.394, 0.559], [-0.806, -1.017, -0.241], [-0.632, 0.460, -0.706], [0.303, 0.672, -1.894], [-0.052, 1.322, -2.770], [2.099, -0.063, -1.971], [-2.930, 0.714, -2.411], [-4.127, 0.040, -3.333], [-0.217, -1.222, -3.749], [-1.359, -2.289, -4.541], [-1.439, -3.523, -2.718], [-2.539, -2.339, -2.055], [0.497, -2.491, -1.364], [-0.237, -3.823, 0.436], [-1.544, -4.135, -0.720], [-2.822, -3.140, 1.096], [-2.747, -0.691, 1.016], [-0.011, -1.152, 0.528], [-1.619, 0.908, -0.854], [-0.180, 1.004, 0.145], [2.672, 4.580, 3.418], [3.316, 3.560, 2.503], [3.286, 2.244, 3.094], [2.157, 1.567, 2.968], [1.169, 1.964, 2.410], [2.300, 0.177, 3.598], [2.895, 0.227, 4.793], [3.038, -0.630, 2.813], [1.106, -0.414, 3.768], [3.138, 4.558, 4.404], [2.771, 5.582, 3.002], [1.611, 4.368, 3.559], [4.367, 3.803, 2.359], [2.848, 3.548, 1.519]]}

---

{"formula": "C27H41HfN2O", "method": "ωB97M-V/def2-TZVPD", "gap_ha": [0.173, 0.172], "e_above_lowest_kcal_mol": 77.52, "homo_ev": [-8.2, -8.2], "lumo_energy_ha": [-0.129, -0.129], "energy_ev": -34991.0641, "total_charge": 1, "elements": ["C", "C", "C", "C", "C", "Hf", "C", "C", "H", "C", "H", "H", "C", "H", "H", "H", "C", "H", "H", "H", "C", "H", "H", "H", "C", "H", "H", "H", "C", "H", "H", "H", "C", "H", "H", "H", "C", "H", "H", "H", "C", "C", "C", "C", "H", "C", "H", "C", "H", "H", "H", "C", "N", "C", "C", "C", "N", "C", "C", "O", "H", "H", "H", "H", "H", "H", "H", "H", "H", "H", "H", "H"], "coordinates": [[1.112, 0.219, 2.529], [0.493, 1.509, 2.418], [1.325, 2.338, 1.617], [2.418, 1.549, 1.132], [2.333, 0.252, 1.760], [0.642, 0.212, 0.128], [0.664, -0.058, -3.163], [1.037, -0.959, -1.969], [0.688, -1.994, -2.090], [2.183, -0.747, -1.130], [2.972, -0.064, -1.479], [2.604, -1.624, -0.610], [0.072, -0.938, -4.272], [-0.882, -1.398, -3.963], [-0.126, -0.349, -5.173], [0.796, -1.726, -4.525], [1.849, 0.714, -3.754], [2.353, 1.378, -3.039], [2.599, 0.040, -4.179], [1.471, 1.355, -4.560], [-0.679, 1.989, 3.206], [-1.133, 1.174, 3.785], [-0.386, 2.785, 3.911], [-1.452, 2.409, 2.543], [1.247, 3.823, 1.609], [0.298, 4.173, 1.187], [1.306, 4.228, 2.633], [2.067, 4.261, 1.032], [3.581, 2.082, 0.357], [3.259, 2.513, -0.606], [4.086, 2.882, 0.923], [4.318, 1.296, 0.143], [3.433, -0.754, 1.865], [4.019, -0.814, 0.940], [4.122, -0.485, 2.684], [3.037, -1.756, 2.084], [0.736, -0.836, 3.515], [1.155, -1.810, 3.230], [1.112, -0.582, 4.521], [-0.356, -0.944, 3.586], [-0.069, 1.583, -1.466], [-0.336, 0.962, -2.763], [-0.185, 2.980, -1.458], [-0.993, 1.715, -3.861], [-1.180, 0.591, -1.988], [-0.752, 3.696, -2.512], [0.221, 3.518, -0.605], [-1.193, 3.051, -3.687], [-1.302, 1.200, -4.772], [-0.845, 4.778, -2.413], [-1.707, 3.657, -4.443], [-0.343, -3.636, -0.097], [-1.535, -3.183, 0.607], [-2.596, -4.157, 0.809], [-3.474, -3.679, 1.927], [-4.000, -2.305, 1.627], [-2.892, -1.427, 1.285], [-3.138, 0.015, 1.332], [-1.753, -1.884, 0.797], [-0.802, -1.031, 0.497], [-0.356, -3.339, -1.156], [-0.322, -4.729, -0.043], [0.570, -3.247, 0.375], [-3.184, -4.278, -0.115], [-2.116, -5.108, 1.038], [-2.908, -3.664, 2.863], [-4.310, -4.369, 2.056], [-4.509, -1.869, 2.490], [-4.715, -2.343, 0.789], [-3.025, 0.486, 0.342], [-4.167, 0.161, 1.683], [-2.453, 0.518, 2.033]]}

---

Copy entry 3 word for word.
{"formula": "C25H35AuN3S2Si", "method": "ωB97M-V/def2-TZVPD", "gap_ha": 0.261, "homo_ev": -11.0, "lumo_energy_ha": -0.142, "energy_ev": -64199.2997, "total_charge": 1, "elements": ["Au", "C", "C", "C", "C", "C", "C", "C", "C", "S", "C", "N", "C", "C", "C", "C", "C", "C", "C", "C", "H", "H", "H", "H", "H", "H", "H", "H", "H", "H", "H", "H", "H", "H", "H", "H", "C", "N", "C", "C", "N", "C", "S", "H", "H", "H", "H", "H", "H", "H", "H", "C", "Si", "C", "C", "C", "H", "H", "H", "H", "H", "H", "H", "H", "H", "H", "H"], "coordinates": [[-0.962, -0.197, -0.899], [1.985, 2.816, 5.121], [0.705, 3.066, 4.313], [1.086, 3.769, 3.012], [-0.235, 3.985, 5.105], [0.003, 1.731, 4.059], [-0.403, 0.949, 5.165], [-1.042, -0.261, 5.029], [-1.291, -0.722, 3.735], [-2.050, -2.192, 3.209], [-1.798, -1.718, 1.575], [-1.229, -0.559, 1.418], [-0.904, 0.031, 2.632], [-0.258, 1.259, 2.788], [-2.120, -2.529, 0.382], [-2.769, -3.755, 0.459], [-3.098, -4.451, -0.696], [-2.794, -3.914, -1.938], [-2.124, -2.697, -2.034], [-1.781, -2.016, -0.882], [2.496, 3.761, 5.314], [2.670, 2.164, 4.575], [1.775, 2.352, 6.085], [1.586, 4.711, 3.244], [0.209, 4.004, 2.404], [1.775, 3.169, 2.414], [0.256, 4.940, 5.303], [-0.514, 3.551, 6.065], [-1.151, 4.182, 4.545], [-0.203, 1.313, 6.164], [-1.334, -0.832, 5.900], [0.020, 1.819, 1.906], [-3.037, -4.166, 1.426], [-3.600, -5.406, -0.626], [-3.059, -4.451, -2.839], [-1.869, -2.299, -3.007], [-1.853, 0.533, -4.606], [-0.727, 1.388, -4.293], [0.275, 1.725, -5.311], [1.199, 2.724, -4.586], [0.545, 2.843, -3.284], [-0.540, 2.078, -3.173], [-1.526, 2.062, -1.765], [-2.362, 0.904, -5.496], [-2.543, 0.536, -3.767], [-1.505, -0.485, -4.795], [-0.215, 2.158, -6.183], [0.805, 0.826, -5.628], [1.243, 3.687, -5.090], [2.211, 2.339, -4.478], [0.832, 3.445, -2.533], [3.304, -2.180, -2.479], [1.679, -2.320, -1.567], [0.758, -3.790, -2.230], [1.959, -2.494, 0.264], [0.816, -0.670, -1.889], [3.906, -3.077, -2.310], [3.892, -1.323, -2.141], [3.151, -2.086, -3.557], [1.413, -4.665, -2.175], [0.476, -3.657, -3.278], [-0.142, -4.010, -1.658], [2.629, -3.335, 0.461], [1.022, -2.681, 0.797], [2.416, -1.597, 0.691], [0.623, -0.475, -2.944], [1.321, 0.188, -1.423]]}